[1]
19
Properties=species:S:1:pos:R:3:forces:R:3 method="wB97M-V/def2-TZVPD" de_lowest_kj_mol=123.9 e_tot_ha=-344.337838
C -2.649440 0.762167 0.236773 -0.90 0.61 -0.11
C -1.571650 -0.221696 -0.156792 -0.69 -0.64 -0.25
C -0.290033 -0.100262 0.655073 0.02 1.60 -0.48
N 2.537989 -0.006168 1.332297 -0.31 0.19 0.36
C 1.941327 -0.954261 0.532577 0.14 1.12 0.46
N 0.759363 -0.887029 0.098213 -0.42 -2.25 -0.11
H -2.410501 1.783694 -0.075258 0.35 0.03 0.48
H -2.931167 0.720996 1.291629 0.41 0.20 0.11
H -3.612707 0.620320 -0.268407 0.25 -0.53 -0.19
H -1.431241 -0.135509 -1.236637 0.50 0.11 0.05
H -1.960121 -1.237674 -0.021637 0.11 0.00 0.02
H -0.013539 0.973516 0.691889 -0.15 -0.08 0.14
H -0.539110 -0.409586 1.675057 0.33 -0.03 0.10
H 3.534684 0.049992 1.361893 0.35 -0.27 -0.02
H 2.108566 0.906476 1.345880 -0.12 -0.10 0.03
H 2.580381 -1.814644 0.351864 0.03 0.06 -0.59
H 0.961143 -0.326911 -1.977539 -0.16 -0.36 0.47
H 1.373715 0.094153 -3.376229 -0.11 -0.01 -0.60
O 1.612344 0.182422 -2.460641 0.38 0.36 0.12

[2]
13
Properties=species:S:1:pos:R:3:forces:R:3 method="wB97M-V/def2-TZVPD" de_lowest_kj_mol=408.5 e_tot_ha=-323.625384
N 0.955263 -0.375058 1.858631 -0.11 0.11 0.03
C 0.530989 -0.367941 0.547346 0.01 -0.02 0.03
O 1.013697 0.572517 -0.197029 0.03 -0.21 0.18
C -0.355567 -1.312969 0.057742 0.10 -0.10 -0.03
C -0.668755 0.766794 -1.458286 -0.28 0.12 -0.20
O -0.773692 1.964089 -0.952732 0.16 -0.23 0.02
H 0.526182 -1.039375 2.482721 0.05 0.06 -0.09
H 1.177079 0.522781 2.263184 0.00 -0.13 -0.10
H -0.794794 -2.054892 0.720823 0.06 0.15 -0.08
H -0.225046 -1.621713 -0.974779 -0.03 0.07 0.11
H 0.082319 0.528616 -2.201621 -0.01 0.03 0.16
H -1.607342 0.226107 -1.476649 0.13 0.04 0.04
H 0.139667 2.191043 -0.669350 -0.10 0.11 -0.06

[3]
10
Properties=species:S:1:pos:R:3:forces:R:3 method="wB97M-V/def2-TZVPD" de_lowest_kj_mol=580.5 e_tot_ha=-698.454229
C 0.147850 0.053306 0.383811 4.63 -2.96 -1.83
N -0.424837 1.128455 0.857485 1.16 1.61 -2.16
N -0.119446 -0.178407 -1.058908 -0.75 -0.01 1.52
O -0.495084 0.806794 -1.607626 -0.71 1.80 -1.99
O -0.054659 -1.275789 -1.524455 0.47 -1.19 -0.93
S 0.240631 -1.518344 1.263542 -1.14 2.54 3.02
H 1.844625 0.310747 -0.303135 -2.44 -0.25 1.42
H -0.845165 1.686382 0.139635 -0.11 0.50 -0.24
H -0.901655 1.024193 1.650818 -2.17 -0.25 3.90
H 0.607740 -2.037337 0.198833 1.06 -1.79 -2.71

[4]
12
Properties=species:S:1:pos:R:3:forces:R:3 method="wB97M-V/def2-TZVPD" de_lowest_kj_mol=393.1 e_tot_ha=-265.385866
C 1.391785 -0.257941 0.181126 0.05 0.04 0.07
C -0.039493 0.268193 0.178706 0.10 -0.13 -0.46
C -1.048786 -0.663128 -0.339407 0.59 -0.08 -0.95
N -0.909969 -0.132239 1.233778 -0.44 -0.62 -0.24
C -0.133244 1.635387 -0.381058 -0.09 0.94 -0.29
N -0.184701 2.683429 -0.868374 0.05 -1.00 0.52
H 1.756393 -0.315996 -0.850823 0.01 0.05 0.21
H 1.400947 -1.255924 0.628915 -0.03 0.17 -0.06
H 2.060615 0.391427 0.749493 -0.11 -0.05 -0.02
H -1.790762 -0.206353 -0.995806 -0.10 -0.23 0.28
H -0.729983 -1.676222 -0.540831 -0.05 -0.04 0.04
H -1.826514 -0.626836 0.780142 0.03 0.93 0.91

[5]
10
Properties=species:S:1:pos:R:3:forces:R:3 method="wB97M-V/def2-TZVPD" smiles=Nc1nnoc1O de_lowest_kj_mol=377.1 e_tot_ha=-392.649913
C 0.476014 0.280688 -0.275917 -3.45 -5.59 0.67
C -0.106435 -0.138521 0.986402 0.53 1.83 -1.58
H -0.798478 0.125081 -1.876550 0.33 -0.11 -0.46
H 0.508692 -1.113196 -2.078452 -1.77 2.74 2.22
H -1.195533 -1.506218 0.334202 1.09 1.15 2.80
N -0.088952 -0.422985 -1.412563 2.43 -1.49 -1.00
N 1.105680 1.354624 -0.026387 0.44 4.12 2.14
N 0.927710 1.798334 1.169859 1.20 -0.71 -1.23
O 0.077237 0.707264 1.902630 1.51 1.59 -0.39
O -0.905934 -1.085070 1.276777 -2.30 -3.53 -3.17

[6]
37
Properties=species:S:1:pos:R:3:forces:R:3 method="wB97M-V/def2-TZVPD" de_lowest_kj_mol=66.6 e_tot_ha=-920.183651
He 0.763270 -11.994024 18.314084 0.01 -0.03 0.01
O 2.203176 -12.209138 15.167380 -0.14 -0.03 -0.48
H 2.643914 -12.866764 14.629317 0.00 -0.21 -0.16
H 2.801986 -12.056625 15.898403 0.13 0.07 0.78
O -1.422580 -10.645483 17.844340 -0.45 -0.32 0.93
H -0.920684 -10.779923 17.040440 0.50 -0.02 -0.74
H -2.337053 -10.663039 17.562090 -0.23 0.24 -0.19
O -0.217676 -11.149018 21.333128 0.22 0.27 0.57
H 0.052220 -10.441907 20.747138 0.04 0.27 -0.30
H -0.689708 -11.761372 20.768808 -0.10 -0.51 -0.25
O 2.755589 -14.042910 20.118761 0.27 -0.37 -0.53
H 1.971107 -14.544948 20.339602 -0.22 -0.17 -0.18
H 2.670893 -13.232221 20.620604 0.05 0.59 0.69
O 1.534638 -8.112132 17.951843 -0.06 0.24 -0.50
H 1.745692 -8.567365 18.766981 -0.21 -0.27 0.38
H 2.255597 -7.494758 17.828145 0.11 0.20 -0.17
O -0.207191 -10.944610 15.120048 -0.81 0.22 0.20
H 0.615911 -11.388645 14.916153 0.88 -0.30 0.16
H -0.693150 -10.949431 14.295393 -0.23 0.10 -0.12
O -2.343357 -14.956249 17.808508 -0.30 -0.58 -0.50
H -2.654969 -14.281630 17.205174 -0.32 0.17 -0.12
H -2.121526 -14.479158 18.608128 0.46 0.29 0.21
O 2.564158 -11.866356 21.869061 0.76 -0.17 -0.07
H 2.173160 -12.457954 22.511998 -0.13 -0.06 0.29
H 1.823436 -11.376047 21.512464 -0.70 0.26 -0.08
O -1.493534 -13.071735 19.644998 0.06 -0.39 0.51
H -1.710609 -12.293122 19.132280 0.14 0.75 -0.80
H -2.284781 -13.253450 20.152082 -0.30 0.00 0.43
O 0.001028 -14.686597 16.125839 0.30 -0.05 -0.37
H 0.111908 -13.772053 15.865942 0.26 0.33 -0.08
H -0.829691 -14.701993 16.601143 -0.25 -0.34 0.46
O 3.446579 -12.170356 17.937308 0.19 0.51 -0.54
H 4.005209 -11.492273 18.317273 0.19 0.14 -0.03
H 3.168626 -12.699203 18.685167 -0.30 -0.77 0.27
O 1.894593 -9.371045 20.410554 -0.10 -0.07 -0.10
H 1.744260 -8.733819 21.108825 -0.10 0.27 0.30
H 2.846938 -9.410590 20.322710 0.39 -0.23 0.11

[7]
11
Properties=species:S:1:pos:R:3:forces:R:3 method="wB97M-V/def2-TZVPD" de_lowest_kj_mol=410.6 e_tot_ha=-281.433661
C 2.463899 -0.245628 0.191492 -2.37 -1.67 -3.83
C -1.025249 1.173921 -0.048961 4.70 -0.93 0.67
C -1.856967 -0.010280 -0.032364 -0.25 -4.60 1.16
H 2.808365 -1.217000 -0.213661 0.58 0.01 1.65
H 2.831423 0.352219 -0.641773 0.40 0.96 0.84
H 2.558653 0.112713 1.203819 0.34 -0.32 0.02
H 0.598292 -1.271490 -0.485920 -0.85 -0.53 0.13
H -1.199091 2.359814 0.235644 0.29 -3.86 -0.93
N 0.981934 -0.388946 -0.218468 0.42 2.89 1.62
N 0.356354 0.748502 -0.028924 -3.75 2.48 -0.17
N -2.065108 -1.194461 0.138947 0.47 5.57 -1.17

[8]
9
Properties=species:S:1:pos:R:3:forces:R:3 method="wB97M-V/def2-TZVPD" de_lowest_kj_mol=457.8 total_charge=-2 e_tot_ha=-772.512374
C 2.271864 -0.476343 -0.506331 -2.26 -0.51 2.38
N 1.171209 -0.783404 0.066584 -0.82 -0.72 -0.35
N -1.914995 -0.577662 0.634186 -0.84 -1.13 -2.72
O 2.817091 -0.155040 -1.503530 2.25 0.76 -2.63
O 2.563975 -0.628632 0.827858 1.56 0.14 0.56
O -1.527864 0.386291 -1.548622 0.32 0.22 -0.04
S -1.193825 0.528609 -0.121817 -1.17 0.76 -0.56
H -1.702674 -0.412126 1.548426 0.73 0.36 3.52
H -2.484780 2.118303 0.603244 0.21 0.12 -0.16